Below is an isolated molecule of C6H13ISi, with properties calculated with ωB97M-V with the def2-TZVPD basis set.

Properties
- strongest force on any atom (eV/Å) = 3.57
- E_tot (eV) = -22408.0869
- orbital gap (alpha / beta) (eV) = 7.311 / 7.309

ORCA input file:
```
! RIJCOSX wB97M-V def2-TZVPD def2/J DEFGRID3
* xyz 0 1
C -0.41 0.00 1.93
C 0.80 0.92 1.88
C -0.43 -0.97 0.75
C 0.87 1.89 0.74
C -1.88 0.07 -1.83
C 0.95 -1.25 -2.03
Si -0.29 -0.24 -0.97
I 2.87 2.57 0.24
H -0.15 -0.56 2.85
H -1.35 0.41 2.13
H 0.75 1.43 2.83
H 1.83 0.24 1.73
H 0.59 -1.52 0.74
H -1.11 -1.74 0.95
H 0.25 2.82 0.55
H -2.67 0.33 -1.09
H -1.80 0.76 -2.64
H -2.23 -0.81 -2.19
H 0.47 -2.15 -2.43
H 1.31 -0.61 -2.88
H 1.65 -1.59 -1.27
*
```